ORCA calculation (ωB97M-V/def2-TZVPD) on a structure of composition C17H21FIrN6O5S2 at a distorted geometry.

Structure (XYZ):
```
53
Properties=species:S:1:pos:R:3:forces:R:3
Ir -0.78401 0.39715 -1.42142 0.706 0.161 -2.523
N -0.44334 0.20510 -3.58565 0.278 -0.094 0.697
N 0.85162 0.52690 -3.99492 0.246 0.015 -0.092
C 1.75558 0.94705 -3.10702 -0.393 -0.081 0.103
N 2.92829 1.37843 -3.51276 0.029 -0.094 0.005
N 1.33983 0.86065 -1.79124 -0.201 1.113 1.979
N 2.22359 1.18917 -0.85987 1.042 -1.021 -0.221
O 1.71092 1.06244 0.36899 -0.166 -0.023 -0.672
O 3.43647 1.38626 -1.00687 -1.136 0.013 0.253
H -0.71261 -0.73501 -3.86159 0.084 -0.067 -0.082
H -1.10672 0.88353 -3.94914 -0.119 0.003 0.038
H 1.07596 0.54935 -4.97917 -0.049 0.007 -0.056
H 3.17634 1.37308 -4.48964 -0.045 0.059 -0.025
H 3.62521 1.60840 -2.81520 0.009 -0.001 -0.021
C -3.56678 1.08809 0.24897 -0.051 0.218 0.031
S -1.78528 1.13993 0.48172 0.898 -0.306 0.356
C -1.63233 -0.17376 1.71142 -0.156 0.199 0.315
H -4.01028 1.59372 1.10522 -0.004 0.007 -0.013
H -3.94223 0.07638 0.18301 -0.087 -0.047 0.053
H -3.80041 1.62758 -0.66547 -0.022 -0.028 0.005
H -1.86540 -1.13823 1.27262 -0.009 -0.034 0.000
H -2.31607 0.03576 2.53462 0.058 -0.005 0.017
H -0.60801 -0.16309 2.07863 -0.005 -0.037 -0.015
O -5.61221 -1.97905 0.44050 -0.036 -0.051 -0.094
S -5.10516 -2.56288 -0.77049 -0.370 -0.152 0.107
O -5.94238 -3.40143 -1.56657 0.095 0.046 0.015
N -4.44614 -1.35133 -1.66508 0.103 0.173 -0.123
C -3.16135 -1.35596 -1.57479 0.066 0.284 -0.234
O -2.45736 -0.38037 -2.10124 -1.087 -0.715 0.382
C -2.56182 -2.53359 -0.85608 0.112 0.082 -0.019
C -1.23829 -2.87066 -0.62225 -0.009 -0.106 -0.075
C -0.96553 -4.02229 0.10840 -0.041 -0.034 -0.058
C -1.99686 -4.82666 0.58579 0.048 0.040 0.044
C -3.32480 -4.49351 0.34777 -0.084 -0.027 -0.053
C -3.57294 -3.34975 -0.38158 0.198 0.010 0.159
H -0.43677 -2.25111 -1.00407 0.048 0.102 0.039
H 0.06168 -4.30508 0.30116 -0.017 0.006 -0.004
H -1.76340 -5.71663 1.15564 0.005 0.006 -0.024
H -4.13512 -5.10885 0.71699 0.019 0.024 -0.006
F 4.86098 4.98409 4.18388 -0.018 -0.027 -0.002
C 4.33599 3.94823 3.51867 0.007 0.059 0.025
C 2.99010 3.97605 3.20099 -0.057 -0.011 0.002
C 2.45244 2.90270 2.51265 0.006 -0.006 -0.041
C 3.25963 1.83089 2.13702 -0.072 0.139 -0.037
C 2.67829 0.65680 1.41807 0.313 0.261 0.025
C 4.60943 1.83844 2.46036 0.070 0.032 -0.047
C 5.15885 2.89916 3.16536 0.038 -0.087 -0.012
H 2.38706 4.82251 3.49990 0.010 -0.010 -0.017
H 1.40254 2.91242 2.24144 0.009 -0.008 0.071
H 2.06315 0.02679 2.05567 -0.209 0.058 -0.068
H 3.45541 0.05010 0.96298 -0.016 -0.062 -0.113
H 5.24817 1.01879 2.15020 -0.023 0.009 0.041
H 6.20606 2.92331 3.43346 -0.013 0.008 -0.014
```
Positions in Å, forces in eV/Å.

Properties
Gap between HOMO and LUMO (spin up / spin down) ... 5.23 / 5.22 eV
Highest occupied orbital energy (spin up / spin down) ... -10.6026 / -10.5987 eV
Relative energy (zero: lowest compared OMol25 entry of this formula, charge and spin) ... 94.0 kcal/mol
Net charge ... +1

So, what does the Mulliken scheme give us? The charges, in e, come out as: number 1, Ir, carries 0.79; number 2, N, carries -0.62; number 3, N, carries -0.22; number 4, C, carries 0.60; number 5, N, carries -0.27; number 6, N, carries -0.31; number 7, N, carries 0.80; number 8, O, carries -0.06; number 9, O, carries -0.72; number 10, H, carries 0.36; number 11, H, carries 0.40; number 12, H, carries 0.17; number 13, H, carries 0.19; number 14, H, carries 0.26; number 15, C, carries -0.81; number 16, S, carries 0.03; number 17, C, carries -0.49; number 18, H, carries 0.43; number 19, H, carries 0.14; number 20, H, carries 0.37; number 21, H, carries 0.05; number 22, H, carries 0.42; number 23, H, carries 0.11; number 24, O, carries -0.62; number 25, S, carries 1.20; number 26, O, carries -0.65; number 27, N, carries -0.49; number 28, C, carries 0.12; number 29, O, carries -0.75; number 30, C, carries 0.71; number 31, C, carries 0.29; number 32, C, carries -0.80; number 33, C, carries -0.48; number 34, C, carries -0.71; number 35, C, carries -0.22; number 36, H, carries 0.25; number 37, H, carries 0.41; number 38, H, carries 0.41; number 39, H, carries 0.45; number 40, F, carries -0.30; number 41, C, carries 0.32; number 42, C, carries -0.65; number 43, C, carries -0.17; number 44, C, carries 0.70; number 45, C, carries -1.16; number 46, C, carries -0.48; number 47, C, carries -0.57; number 48, H, carries 0.46; number 49, H, carries 0.43; number 50, H, carries 0.44; number 51, H, carries 0.46; number 52, H, carries 0.35; number 53, H, carries 0.44

***

ORCA calculation (ωB97M-V/def2-TZVPD) on the molecule C5H6OS at a distorted geometry.

Structure (XYZ):
```
13
Properties=species:S:1:pos:R:3:forces:R:3
O 0.72525 2.19276 -0.30643 2.038 -0.700 1.651
C 0.27105 0.91966 0.27964 -0.062 1.941 0.268
C -1.06122 0.60283 -0.26398 -4.728 -1.753 0.777
C -1.33760 -0.75141 -0.22208 1.375 2.294 -0.742
C -0.01625 -1.44272 -0.07377 0.646 0.727 -3.066
C 1.02495 -0.34019 -0.02238 0.193 0.173 0.785
S 2.62307 -0.36670 -0.16359 0.001 -0.352 -0.204
H 1.68388 2.48416 -0.02352 -2.732 -1.451 -0.539
H 0.05791 0.93051 1.43399 0.973 0.499 -1.681
H -1.96420 1.30340 -0.24796 1.756 -0.586 -0.217
H -2.29461 -1.29778 -0.25851 0.595 0.680 -0.215
H 0.27412 -2.17323 -0.84767 -0.349 0.432 -0.354
H 0.01365 -2.06129 0.71625 0.292 -1.904 3.535
```
Positions in Å, forces in eV/Å.

Properties
Gap between HOMO and LUMO ... 8.58 eV
Highest occupied orbital energy ... -8.8401 eV
Relative energy (zero: lowest compared OMol25 entry of this formula, charge and spin) ... 46.6 kcal/mol
SMILES string ... O[C@H]1C=CCC1=S

So, what does the Mulliken scheme give us? The charges, in e, come out as: number 1, O, carries -0.53; number 2, C, carries 0.49; number 3, C, carries -0.71; number 4, C, carries -0.26; number 5, C, carries -0.73; number 6, C, carries 0.10; number 7, S, carries -0.30; number 8, H, carries 0.34; number 9, H, carries 0.18; number 10, H, carries 0.30; number 11, H, carries 0.38; number 12, H, carries 0.34; number 13, H, carries 0.41

***

ORCA calculation (ωB97M-V/def2-TZVPD) on a cluster of 4 separate species, C3H12NO4S in total at a distorted geometry.

Structure (XYZ):
```
21
Properties=species:S:1:pos:R:3:forces:R:3
C 0.78312 -0.41974 -0.15570 -0.113 0.159 -0.803
C -0.40161 0.54831 -0.34787 0.363 -0.189 -1.162
S -0.01353 1.78273 -1.64527 -0.248 -0.410 0.479
C 0.44958 -1.42880 0.90285 -0.918 -1.738 0.788
N -0.46328 -2.42643 0.54308 0.534 0.859 0.176
O 0.87614 -1.39526 2.03624 0.195 0.402 -0.178
H 1.66974 0.13319 0.14137 0.059 -0.042 0.228
H 1.01802 -0.92018 -1.10220 -0.138 -0.003 0.117
H -0.58653 1.05290 0.56222 -0.192 0.631 0.947
H -1.31133 0.00792 -0.62212 0.116 0.041 -0.172
H -0.73751 -3.17461 1.15995 0.374 0.311 0.345
H -0.78881 -2.53039 -0.38566 -0.097 0.090 -0.817
H -2.17922 0.90734 2.01074 -0.053 -0.270 0.184
H -1.86196 -0.57949 2.03386 1.440 -1.359 -0.592
O -2.47640 0.04675 2.33384 -1.451 1.595 0.514
H 0.70058 3.39307 0.30540 0.358 -0.084 1.380
H 1.08983 2.33341 1.31911 0.245 -0.771 0.268
O 0.95905 3.27047 1.26023 -0.558 0.870 -1.544
H 0.38018 -0.18161 -3.71880 -0.627 0.181 -0.198
H 1.62566 0.08125 -3.02204 1.730 2.539 2.426
O 1.26827 -0.50082 -3.60922 -1.019 -2.813 -2.386
```
Positions in Å, forces in eV/Å.

Properties
Gap between HOMO and LUMO (spin up / spin down) ... 10.78 / 6.94 eV
Highest occupied orbital energy (spin up / spin down) ... -10.4891 / -10.1473 eV
Multiplicity ... 2

So, what does the Mulliken scheme give us? The charges, in e, come out as: number 1, C, carries -0.26; number 2, C, carries -0.48; number 3, S, carries -0.13; number 4, C, carries 0.21; number 5, N, carries -0.32; number 6, O, carries -0.58; number 7, H, carries 0.31; number 8, H, carries 0.36; number 9, H, carries 0.02; number 10, H, carries 0.42; number 11, H, carries 0.24; number 12, H, carries 0.18; number 13, H, carries 0.33; number 14, H, carries 0.35; number 15, O, carries -0.64; number 16, H, carries 0.32; number 17, H, carries 0.30; number 18, O, carries -0.62; number 19, H, carries 0.33; number 20, H, carries 0.28; number 21, O, carries -0.60

***

Please write out number 3 again, unchanged.
ORCA calculation (ωB97M-V/def2-TZVPD) on a cluster of 4 separate species, C3H12NO4S in total at a distorted geometry.

Structure (XYZ):
```
21
Properties=species:S:1:pos:R:3:forces:R:3
C 0.78312 -0.41974 -0.15570 -0.113 0.159 -0.803
C -0.40161 0.54831 -0.34787 0.363 -0.189 -1.162
S -0.01353 1.78273 -1.64527 -0.248 -0.410 0.479
C 0.44958 -1.42880 0.90285 -0.918 -1.738 0.788
N -0.46328 -2.42643 0.54308 0.534 0.859 0.176
O 0.87614 -1.39526 2.03624 0.195 0.402 -0.178
H 1.66974 0.13319 0.14137 0.059 -0.042 0.228
H 1.01802 -0.92018 -1.10220 -0.138 -0.003 0.117
H -0.58653 1.05290 0.56222 -0.192 0.631 0.947
H -1.31133 0.00792 -0.62212 0.116 0.041 -0.172
H -0.73751 -3.17461 1.15995 0.374 0.311 0.345
H -0.78881 -2.53039 -0.38566 -0.097 0.090 -0.817
H -2.17922 0.90734 2.01074 -0.053 -0.270 0.184
H -1.86196 -0.57949 2.03386 1.440 -1.359 -0.592
O -2.47640 0.04675 2.33384 -1.451 1.595 0.514
H 0.70058 3.39307 0.30540 0.358 -0.084 1.380
H 1.08983 2.33341 1.31911 0.245 -0.771 0.268
O 0.95905 3.27047 1.26023 -0.558 0.870 -1.544
H 0.38018 -0.18161 -3.71880 -0.627 0.181 -0.198
H 1.62566 0.08125 -3.02204 1.730 2.539 2.426
O 1.26827 -0.50082 -3.60922 -1.019 -2.813 -2.386
```
Positions in Å, forces in eV/Å.

Properties
Gap between HOMO and LUMO (spin up / spin down) ... 10.78 / 6.94 eV
Highest occupied orbital energy (spin up / spin down) ... -10.4891 / -10.1473 eV
Multiplicity ... 2

So, what does the Mulliken scheme give us? The charges, in e, come out as: number 1, C, carries -0.26; number 2, C, carries -0.48; number 3, S, carries -0.13; number 4, C, carries 0.21; number 5, N, carries -0.32; number 6, O, carries -0.58; number 7, H, carries 0.31; number 8, H, carries 0.36; number 9, H, carries 0.02; number 10, H, carries 0.42; number 11, H, carries 0.24; number 12, H, carries 0.18; number 13, H, carries 0.33; number 14, H, carries 0.35; number 15, O, carries -0.64; number 16, H, carries 0.32; number 17, H, carries 0.30; number 18, O, carries -0.62; number 19, H, carries 0.33; number 20, H, carries 0.28; number 21, O, carries -0.60

***

Copy entry 2 word for word.
ORCA calculation (ωB97M-V/def2-TZVPD) on the molecule C5H6OS at a distorted geometry.

Structure (XYZ):
```
13
Properties=species:S:1:pos:R:3:forces:R:3
O 0.72525 2.19276 -0.30643 2.038 -0.700 1.651
C 0.27105 0.91966 0.27964 -0.062 1.941 0.268
C -1.06122 0.60283 -0.26398 -4.728 -1.753 0.777
C -1.33760 -0.75141 -0.22208 1.375 2.294 -0.742
C -0.01625 -1.44272 -0.07377 0.646 0.727 -3.066
C 1.02495 -0.34019 -0.02238 0.193 0.173 0.785
S 2.62307 -0.36670 -0.16359 0.001 -0.352 -0.204
H 1.68388 2.48416 -0.02352 -2.732 -1.451 -0.539
H 0.05791 0.93051 1.43399 0.973 0.499 -1.681
H -1.96420 1.30340 -0.24796 1.756 -0.586 -0.217
H -2.29461 -1.29778 -0.25851 0.595 0.680 -0.215
H 0.27412 -2.17323 -0.84767 -0.349 0.432 -0.354
H 0.01365 -2.06129 0.71625 0.292 -1.904 3.535
```
Positions in Å, forces in eV/Å.

Properties
Gap between HOMO and LUMO ... 8.58 eV
Highest occupied orbital energy ... -8.8401 eV
Relative energy (zero: lowest compared OMol25 entry of this formula, charge and spin) ... 46.6 kcal/mol
SMILES string ... O[C@H]1C=CCC1=S

So, what does the Mulliken scheme give us? The charges, in e, come out as: number 1, O, carries -0.53; number 2, C, carries 0.49; number 3, C, carries -0.71; number 4, C, carries -0.26; number 5, C, carries -0.73; number 6, C, carries 0.10; number 7, S, carries -0.30; number 8, H, carries 0.34; number 9, H, carries 0.18; number 10, H, carries 0.30; number 11, H, carries 0.38; number 12, H, carries 0.34; number 13, H, carries 0.41